1.
A cluster of 14 separate species, C24H76O26 in total. Source: OMol25; level of theory: wB97M-V/def2-TZVPD.

```
126
Properties=species:S:1:pos:R:3:forces:R:3:lowdin_charge:R:1
O -6.492237 0.407909 2.781131 -0.5 -0.3 -1.7 -0.064
H 1.541876 -0.957378 4.346714 -0.3 0.0 0.1 0.125
H -4.128048 3.705821 4.240023 -0.3 0.0 0.3 0.071
C -2.836861 -2.900787 1.421991 -1.3 -0.8 0.1 -0.215
H -6.379195 -0.411760 2.268233 -0.6 0.5 0.0 0.094
H 0.012403 1.906761 3.048253 0.0 0.1 -1.5 0.075
H -3.546172 4.815706 2.599842 0.5 0.0 -0.2 0.122
H -0.485196 -1.017765 -1.448727 -0.4 0.3 -0.7 0.096
H -0.752380 1.385486 -0.725105 0.6 0.0 0.1 0.118
O -4.065259 0.748673 -0.576143 0.2 0.5 0.2 -0.086
H 4.566287 -0.298097 1.701591 -1.1 -0.9 -0.2 0.155
C 2.848612 4.492310 -1.600432 0.9 -0.8 1.2 -0.201
C -2.736419 4.157807 2.942984 -1.1 -2.5 0.4 -0.137
H -2.555172 -2.339732 2.314957 0.4 -0.1 -0.1 0.106
H 2.810966 1.009724 2.605827 0.4 0.9 0.3 0.127
O 0.295830 -4.343436 0.630490 -0.9 1.0 1.1 -0.066
C 3.570848 -0.201109 1.162492 3.3 -0.3 -1.9 -0.251
H 1.966037 0.699989 -3.756376 -0.4 0.3 0.6 0.014
O 3.989171 2.196772 1.191884 -0.7 -1.3 -0.3 -0.018
O 1.391531 -0.156448 -1.301924 -1.1 0.0 -0.7 -0.055
H 2.903495 1.307949 -5.561383 0.2 0.3 -0.5 0.128
H -0.604555 1.323265 -3.492334 -1.6 0.6 -0.6 0.029
H 0.971904 1.372071 4.353122 0.3 0.0 0.1 0.098
H 4.212448 -1.847853 -1.529851 1.2 -0.2 1.1 0.099
C -1.937240 -2.087478 -3.660447 0.0 0.8 1.0 -0.222
H -0.468153 -3.725119 0.470562 0.7 -0.7 0.4 0.000
C 0.523507 -1.207129 4.009138 -0.1 -0.6 -0.6 -0.181
H -0.231350 -0.737166 4.690533 0.6 -0.3 -0.7 0.137
H -1.800779 2.224621 2.284989 -0.9 0.3 0.1 0.090
H 3.701972 4.695865 -2.272719 0.0 -0.6 0.3 0.131
O -4.060408 -4.500531 2.731728 -0.2 0.8 0.4 -0.036
H 1.102656 -1.018529 2.171775 1.6 -0.6 -1.0 -0.003
C -2.991496 1.902197 -2.432124 -1.4 0.5 0.7 -0.231
O 2.798557 -2.277587 -2.749051 -0.7 -0.9 -0.8 -0.099
H 0.566648 -4.577972 -0.233128 0.6 -0.5 -1.4 0.004
H -2.982332 1.554076 -4.253289 0.0 -0.2 -1.0 0.108
H 2.621673 -1.416462 -3.184869 0.6 -0.1 0.2 0.041
H -0.235640 -3.470462 -4.062676 -0.4 0.8 -0.9 0.138
H -0.584444 -3.028577 3.650681 -1.4 -0.1 -0.3 0.094
H 2.989745 -2.064684 1.196731 0.1 -0.4 -0.1 0.121
O -0.936738 1.924310 4.839563 2.3 0.1 1.0 -0.043
O 2.040262 3.622651 3.527985 -0.5 0.2 -1.9 -0.085
H 2.082561 -0.276824 -5.778332 -0.3 0.2 -0.3 0.116
O 2.012939 3.033121 -3.128938 1.6 1.6 -1.8 -0.007
H 0.364624 0.610349 -2.606147 0.6 -0.5 1.0 0.021
H 2.184998 5.276746 -1.821866 -1.5 0.9 -0.4 0.100
C 0.369814 -2.732022 3.995675 1.5 0.4 0.0 -0.254
H 2.070604 -0.171385 -0.640575 0.5 -0.1 0.5 0.046
H -4.014272 0.606823 1.899835 -0.3 -0.3 0.0 0.091
H 5.167299 0.290448 -7.086909 0.5 0.6 -0.1 0.068
H -3.776744 2.637763 -2.570087 -0.4 0.2 -0.2 0.132
H -1.859934 4.726061 3.245541 0.1 -0.1 -0.4 0.098
C -5.344413 0.462408 3.561732 0.5 0.0 1.6 -0.249
C 0.243222 2.118708 4.056673 -0.3 0.7 2.3 -0.226
H -2.796876 -0.109927 -1.809058 0.5 -0.5 -0.7 0.083
H 3.576064 5.377253 -0.088232 1.4 2.9 0.8 0.036
H -3.265045 -2.453458 -2.286781 0.4 0.0 -0.1 0.105
H 1.403694 3.000142 -1.203048 -1.4 -0.4 1.1 0.102
C 2.254575 3.097905 -1.804069 3.8 2.0 0.9 -0.272
C -0.478367 -2.394922 -3.914878 0.9 1.9 -1.0 -0.145
C 4.438684 -3.950132 -2.207377 -0.2 0.0 1.6 -0.241
H -4.073136 -1.054635 2.534216 -0.8 0.0 0.1 0.088
C 0.846237 3.538788 4.284829 0.5 -1.9 0.8 -0.209
H -3.234903 0.784909 -0.023195 -1.1 -0.3 -0.6 0.045
H -2.194466 -1.036008 -3.678876 0.9 0.7 -0.2 0.090
H 1.743401 3.574869 2.572993 0.9 0.2 1.4 0.102
H -3.249562 -4.950409 0.836682 0.1 0.3 0.6 0.137
H -0.841519 3.393223 0.778351 0.1 -0.1 0.3 0.067
H 1.088093 -3.264777 3.363608 0.1 0.7 -0.8 0.122
O -2.292690 1.705547 -3.618504 0.4 0.0 -0.5 -0.046
H -4.529618 -5.316527 2.636326 -0.3 -0.7 -0.1 0.081
O 2.753885 0.189483 -3.904088 0.5 -0.5 0.5 -0.090
O 3.201333 4.557327 -0.209095 -1.1 -2.4 -1.0 -0.050
H 0.180286 -2.164730 -3.084779 -0.3 0.2 0.7 0.086
O 5.717763 -4.047075 -1.637999 1.6 -0.8 -0.2 -0.071
H 5.978864 -3.284888 -1.116007 -0.4 0.1 -0.1 0.078
H 3.789992 -4.463597 -1.498857 -0.8 0.4 0.1 0.110
H -1.682351 1.862044 4.286801 -1.8 -0.1 -0.9 -0.009
H -2.369594 2.400413 -1.725088 0.8 0.0 0.8 0.103
H 4.379263 -4.584702 -3.091327 0.3 0.6 -0.4 0.127
O -2.298828 -2.514068 -2.356241 -0.7 -0.8 1.0 -0.101
O -3.219483 3.436284 4.128301 0.3 0.8 -0.7 -0.093
H 3.886567 -0.155141 0.086394 -0.2 -0.1 0.5 0.124
H -2.062200 -4.720750 2.194366 -0.7 -0.1 -0.4 0.124
O 2.586273 -1.204753 1.304593 0.3 0.5 0.5 -0.047
H -5.210995 1.540183 3.944475 -0.1 -1.8 -0.4 0.142
C 2.897010 0.258959 -5.293163 0.8 -0.4 -0.6 -0.221
C -3.588554 0.614755 -1.905619 0.7 0.0 1.2 -0.237
O 0.644170 -3.216357 5.273223 -0.1 0.7 1.3 -0.039
H 4.855865 -2.138267 -3.147695 0.1 0.3 -0.2 0.117
H 0.132805 -0.559841 -4.617861 -0.3 -0.9 0.3 0.039
C -4.100835 -0.002945 2.811988 0.8 1.2 -0.4 -0.231
H -5.573418 -0.283707 4.348167 0.8 0.8 0.6 0.128
H -1.476571 -0.687164 0.833318 -0.9 0.2 0.2 0.083
H -2.653176 -2.452812 -4.341891 -0.3 -1.2 -1.3 0.113
H 0.076063 1.055246 0.780437 1.4 0.4 0.9 0.084
O -0.043124 -1.448745 -4.995405 -0.4 -1.7 0.4 -0.097
H 4.565346 2.410367 1.899984 0.8 0.3 1.1 0.080
H 1.149918 3.690324 5.352136 -0.5 -0.2 -0.9 0.141
H 3.083249 2.425673 -1.485474 -0.7 -0.1 0.1 0.136
H 1.330397 2.443966 -3.185019 -2.9 -2.4 -1.2 -0.014
H 3.875901 -1.558092 -5.369137 0.6 0.3 -0.6 0.127
H -2.138723 -0.034853 3.109922 -1.0 0.3 0.6 0.080
C 0.156356 -0.569664 -0.712927 1.5 -0.2 1.3 -0.178
O -2.948232 0.242014 3.612822 1.0 -0.4 -0.3 -0.081
O -1.850294 -2.776366 0.413478 -0.2 0.5 0.2 -0.097
O -1.690379 0.212693 0.512349 -1.2 -1.7 1.4 -0.072
O 0.269980 0.964571 -3.480132 0.5 0.0 -0.6 -0.016
O 0.351534 -0.745943 2.651703 -2.4 0.8 1.8 -0.086
O 4.529548 -0.403204 -7.018078 -0.8 -1.0 0.5 -0.048
H -2.263164 -2.839155 -0.458896 0.3 0.1 -0.1 0.074
H -3.806116 -2.489114 1.090788 0.4 0.0 -0.1 0.129
C 3.125915 1.133230 1.565258 -2.6 1.4 -0.3 -0.272
H -4.361612 0.224573 -2.566722 -0.2 0.1 0.1 0.132
C -0.481067 0.606594 0.009614 -0.4 0.6 -2.6 -0.241
H 0.332283 -1.426268 -0.035650 0.0 0.5 0.1 0.122
C -3.049975 -4.387337 1.778436 1.7 0.2 -0.5 -0.247
H -3.371031 2.603053 1.505774 -0.8 -0.3 -0.2 0.100
H 2.192040 1.393173 1.019409 0.2 -0.3 0.3 0.114
H 0.482334 -4.141591 5.230277 -0.1 -1.2 0.3 0.073
H 0.111063 4.262041 4.012672 -0.4 0.8 -0.2 0.087
H 5.006412 -0.251934 -5.011727 0.1 0.3 0.3 0.117
C -2.462288 3.013915 1.875027 2.0 1.8 1.5 -0.210
C 4.165853 -0.518228 -5.639419 -0.6 -0.3 -0.2 -0.222
C 4.151451 -2.482996 -2.394148 -1.6 0.3 -1.2 -0.245
O -1.769327 3.621468 0.808504 -0.2 0.4 -1.4 -0.062
```
Forces are in eV/Å.

Summary:
* maximum force: 4.42 eV/A
* orbital gap: 9.5 eV
* calculated total energy: -2915.9448 a.u.
* energy relative to the best compared isomer or geometry (same formula, charge and spin): 278.75 kJ/mol
* LUMO level: 0.0 eV
* M: 780.85 g/mol
* HOMO: -9.5614 eV

---

2.
The molecule C15H17N3O2S2. Source: OMol25; level of theory: wB97M-V/def2-TZVPD.

```
39
Properties=species:S:1:pos:R:3:forces:R:3:lowdin_charge:R:1
H 5.399064 2.405435 1.179391 0.2 0.1 0.1 0.061
C -0.113552 1.383836 -1.174776 0.2 -0.2 0.1 -0.050
C 2.671857 2.726657 -0.720421 -0.5 -0.5 0.2 -0.113
C 3.968425 3.100311 -0.327447 0.4 0.0 0.2 -0.186
H -0.380326 -1.633357 2.690507 -0.1 -0.1 0.0 0.126
H -4.469742 3.367128 1.584995 -0.2 0.1 0.1 0.059
H 4.522403 3.902190 -0.781552 0.1 0.1 0.0 0.102
C 0.686890 -3.086621 -1.058003 -0.1 -0.5 0.3 -0.243
H 1.420670 -1.763987 1.195775 -0.1 -0.3 0.1 0.075
C 1.040197 -3.582486 0.356553 0.0 0.2 -0.3 -0.204
H -0.395147 2.435901 -1.123774 0.0 0.0 -0.1 0.106
H -5.754911 1.690400 0.029163 -0.2 0.0 0.0 0.101
C 2.174514 1.676134 0.011306 1.0 0.3 0.3 -0.471
H -0.996981 -3.170014 2.036179 -0.1 0.2 0.0 0.126
H 0.282818 1.169122 -2.167627 0.0 0.0 0.0 0.131
H 0.408862 -4.444042 0.589105 0.1 -0.1 0.0 0.120
C -1.263296 -1.492789 0.756222 0.2 -0.3 0.4 -0.434
H 0.883503 -3.892497 -1.780324 -0.1 0.0 0.1 0.116
S -2.340843 2.444921 0.871903 -0.3 -0.3 -0.3 1.044
O 1.397122 -1.919924 -1.413678 0.3 0.3 -0.1 -0.069
N -0.682675 -0.359781 0.285105 -0.7 0.2 -0.8 -0.031
C -1.276884 0.456199 -0.798482 -0.2 -0.3 0.1 -0.232
N 0.539355 0.069257 0.643725 1.1 0.7 0.3 0.140
C -0.444633 -2.258028 1.794101 0.0 0.0 0.1 -0.126
H -4.102347 0.132823 -1.254734 0.0 -0.2 -0.1 0.116
C -3.791690 0.904676 -0.575065 0.4 0.0 0.0 -0.119
S 3.324931 1.140338 1.199078 -0.1 0.4 -0.4 1.053
H 2.122865 3.209920 -1.508147 -0.2 0.1 -0.2 0.112
C 4.446929 2.335932 0.691975 -0.2 -0.2 0.0 -0.410
H 2.339500 -2.092426 -1.302912 0.0 0.1 -0.1 0.093
O -2.357805 -1.847190 0.360386 -0.1 0.0 -0.1 0.074
H 2.086098 -3.912757 0.359818 -0.1 -0.1 -0.1 0.114
H -1.573278 -0.217029 -1.608635 0.0 0.1 0.1 0.159
C -4.685636 1.743500 0.127391 -0.1 0.2 0.1 -0.182
C 0.911768 1.032919 -0.118339 -1.1 -0.6 0.0 -0.301
C -4.048625 2.621091 0.940779 0.3 0.0 0.1 -0.413
H -0.370180 -2.823599 -1.121069 0.0 -0.1 -0.1 0.104
C -2.487566 1.161780 -0.290322 -0.2 0.3 0.1 -0.480
N 0.908343 -2.613935 1.421831 0.2 0.2 0.0 -0.068
```
Forces are in eV/Å.

Summary:
* maximum force: 1.35 eV/A
* orbital gap: 8.2 eV
* calculated total energy: -1692.8863 a.u.
* energy relative to the best compared isomer or geometry (same formula, charge and spin): 249.91 kJ/mol
* LUMO level: 0.1 eV
* M: 335.45 g/mol
* SMILES string: O=C(CNCCO)N1N=C(c2cccs2)C[C@@H]1c1cccs1
* HOMO: -8.0888 eV

---

3.
The molecule C5H7NO. Source: OMol25; level of theory: wB97M-V/def2-TZVPD.

```
14
Properties=species:S:1:pos:R:3:forces:R:3:lowdin_charge:R:1
C 0.445316 -0.333746 -1.105442 0.9 0.2 -0.5 -0.127
H 2.099773 0.101368 -2.330811 0.0 0.0 0.0 0.067
H 0.731036 1.360276 1.897154 0.0 0.0 0.0 0.092
H 1.031002 -1.178960 -2.847454 0.0 -0.1 -0.1 0.088
C -1.242980 -0.592596 0.284853 0.3 -0.1 1.5 -0.264
O -0.815173 -0.054310 -0.980697 0.8 -0.1 -1.1 -0.004
H -2.266712 -0.930003 0.244681 0.0 -0.1 -0.2 0.134
N -0.134954 -1.360203 0.903133 -1.0 0.4 1.5 0.196
H -0.958894 1.562586 2.400502 0.1 -0.1 0.0 0.085
C -0.490696 -0.268898 1.463853 -0.8 -0.6 -1.4 -0.309
H 0.543537 0.507152 -3.143076 -0.1 0.1 -0.1 0.070
H 0.143863 0.498320 3.324653 0.0 0.1 0.0 0.083
C 1.049749 -0.161582 -2.443720 -0.6 0.4 -0.1 -0.096
C -0.134867 0.850598 2.332372 0.4 0.0 0.4 -0.015
```
Forces are in eV/Å.

Summary:
* maximum force: 1.83 eV/A
* orbital gap: 8.6 eV
* calculated total energy: -324.5311 a.u.
* energy relative to the best compared isomer or geometry (same formula, charge and spin): 507.57 kJ/mol
* LUMO level: 1.0 eV
* M: 97.12 g/mol
* HOMO: -7.6310 eV